Entry 1:
19
Properties=species:S:1:pos:R:3:mulliken_charge:R:1 method="wB97M-V/def2-TZVPD" relative_energy_kcal_mol=30.5 gap_ev=10.30 energy_ha=-273.85993
C -1.37 0.87 0.18 -0.83
C -1.12 -0.61 -0.08 0.26
C -0.12 -0.80 -1.24 -0.86
C 0.96 -0.95 -0.18 0.44
C 2.27 -0.76 -0.18 -0.88
C -0.12 1.82 0.30 -1.07
C -0.07 -1.16 0.92 -0.86
H -2.02 1.25 -0.62 0.37
H -0.67 2.74 0.48 0.38
H -1.98 0.96 1.10 0.37
H -2.06 -1.17 -0.15 0.45
H -0.29 -1.70 -1.82 0.28
H -0.03 0.06 -1.92 0.30
H 2.81 -0.52 -1.09 0.26
H 2.85 -0.83 0.74 0.26
H 0.52 1.96 -0.58 0.27
H 0.58 1.66 1.14 0.27
H 0.05 -0.58 1.84 0.30
H -0.22 -2.22 1.17 0.28


Entry 2:
6
Properties=species:S:1:pos:R:3:mulliken_charge:R:1 method="wB97M-V/def2-TZVPD" relative_energy_kcal_mol=7.3 gap_ev=12.05 energy_ha=-152.86327
H -1.16 0.07 0.45 0.29
H -2.56 0.31 0.05 0.32
H 1.73 0.74 -0.23 0.32
H 1.56 -0.79 0.15 0.33
O -1.78 -0.20 -0.25 -0.62
O 2.22 -0.13 -0.18 -0.64


Entry 3:
13
Properties=species:S:1:pos:R:3:mulliken_charge:R:1 method="wB97M-V/def2-TZVPD" relative_energy_kcal_mol=47.6 gap_ev=10.61 energy_ha=-269.51896
O 0.08 0.60 -2.52 -0.39
C -1.03 0.06 -2.47 -0.11
H -1.86 0.49 -3.03 0.29
H -1.34 -0.65 -1.65 0.22
C 0.50 0.55 1.19 -0.23
O -0.96 0.49 1.32 -0.56
C 1.03 -0.94 1.08 -0.94
H 0.78 1.11 0.28 0.25
H 0.84 1.10 2.01 0.34
H -1.35 1.09 0.61 0.31
H 0.81 -1.25 0.11 0.21
H 2.09 -1.11 1.32 0.32
H 0.40 -1.53 1.76 0.29


Entry 4:
16
Properties=species:S:1:pos:R:3:mulliken_charge:R:1 method="wB97M-V/def2-TZVPD" relative_energy_kcal_mol=46.1 gap_ev=11.56 energy_ha=-507.32465
C -0.99 0.64 -1.93 -0.68
C 0.38 0.56 -0.05 -0.22
C 0.36 -1.75 0.76 -0.65
C 0.41 0.99 1.39 0.19
H -2.01 0.96 -2.44 0.25
H -0.77 -0.37 -2.17 0.32
H -0.31 1.38 -2.50 0.26
H 0.90 1.12 -0.66 0.73
H -0.73 -1.71 0.95 0.30
H 1.08 -1.94 1.70 0.18
H 0.37 -2.60 0.08 0.33
H 0.30 2.01 1.67 0.31
O -0.94 0.82 -0.50 -0.40
O 0.77 -0.82 -0.25 -0.39
F 1.62 0.45 1.94 -0.31
F -0.46 0.25 2.00 -0.21


Entry 5:
60
Properties=species:S:1:pos:R:3:mulliken_charge:R:1 method="wB97M-V/def2-TZVPD" gap_ev=7.20 total_charge=-1 energy_ha=-2472.74510
Li 0.31 0.40 1.22 0.65
C -0.58 -1.03 -1.75 -1.29
C -1.99 -0.44 -1.93 0.45
C -3.00 -1.18 -1.06 -1.43
C -2.04 1.07 -1.78 1.27
C -2.35 1.82 -2.91 -0.91
C -2.42 3.20 -2.88 -1.46
C -2.18 3.86 -1.68 -0.12
C -1.87 3.15 -0.53 0.80
C -1.57 3.92 0.75 0.62
C -0.32 4.79 0.60 -1.55
C -2.77 4.77 1.18 -1.52
C -1.79 1.74 -0.56 -0.73
N -1.40 1.02 0.59 -0.10
C -2.33 0.89 1.57 -0.31
C -3.69 1.26 1.53 -0.31
C -4.54 1.05 2.62 -0.95
C -4.09 0.46 3.79 -0.44
C -2.75 0.09 3.87 -0.70
C -1.94 0.31 2.79 0.94
F -0.61 -0.05 2.87 -0.35
H -0.57 -2.07 -2.06 0.46
H -0.27 -1.00 -0.70 0.06
H 0.16 -0.48 -2.33 0.29
H -2.27 -0.63 -2.97 0.46
H -2.76 -1.09 0.00 0.21
H -3.01 -2.24 -1.32 0.47
H -4.01 -0.79 -1.21 0.30
H -2.54 1.30 -3.84 0.32
H -2.66 3.76 -3.77 0.36
H -2.23 4.94 -1.64 0.31
H -1.38 3.20 1.53 0.14
H -0.46 5.56 -0.17 0.30
H 0.54 4.18 0.30 0.37
H -0.08 5.29 1.54 0.44
H -3.01 5.53 0.43 0.32
H -2.56 5.29 2.12 0.43
H -3.66 4.15 1.33 0.32
H -4.08 1.71 0.62 0.58
H -5.57 1.36 2.54 0.38
H -4.76 0.30 4.63 0.37
H -2.33 -0.37 4.76 0.45
S 6.74 -3.32 2.49 -0.44
C 5.50 -2.57 1.65 0.31
S 4.74 -1.15 2.27 -0.15
C 3.72 -1.01 0.87 0.21
N 3.91 -1.97 0.02 -0.82
N 4.90 -2.85 0.47 0.56
C 5.16 -3.93 -0.44 0.61
C 5.89 -5.05 -0.08 -0.44
C 6.08 -6.07 -1.00 -0.62
C 5.56 -6.00 -2.28 -0.47
C 4.84 -4.87 -2.64 -0.49
C 4.63 -3.84 -1.73 -0.34
S 2.61 0.29 0.71 -0.52
H 6.30 -5.13 0.91 0.17
H 6.65 -6.95 -0.69 0.34
H 5.72 -6.80 -2.99 0.37
H 4.42 -4.78 -3.63 0.34
H 4.06 -2.97 -2.01 0.48


Entry 6:
16
Properties=species:S:1:pos:R:3:mulliken_charge:R:1 method="wB97M-V/def2-TZVPD" relative_energy_kcal_mol=19.8 gap_ev=10.89 energy_ha=-271.72099
C 1.68 0.53 -0.52 -1.72
C 0.50 -0.25 0.03 1.66
O 1.05 -1.49 0.44 -0.61
C -0.74 -0.35 -0.90 -1.08
C -1.63 0.29 0.19 -0.30
C -0.40 0.39 1.12 -1.06
H 1.39 1.48 -0.98 0.40
H 2.18 -0.10 -1.27 0.38
H 2.40 0.73 0.28 0.38
H 0.33 -2.10 0.66 0.36
H -0.67 0.24 -1.83 0.29
H -0.98 -1.38 -1.17 0.27
H -2.43 -0.36 0.57 0.23
H -2.09 1.24 -0.10 0.23
H -0.44 -0.27 1.99 0.27
H -0.13 1.39 1.47 0.30


Please write out number 1 again, unchanged.
19
Properties=species:S:1:pos:R:3:mulliken_charge:R:1 method="wB97M-V/def2-TZVPD" relative_energy_kcal_mol=30.5 gap_ev=10.30 energy_ha=-273.85993
C -1.37 0.87 0.18 -0.83
C -1.12 -0.61 -0.08 0.26
C -0.12 -0.80 -1.24 -0.86
C 0.96 -0.95 -0.18 0.44
C 2.27 -0.76 -0.18 -0.88
C -0.12 1.82 0.30 -1.07
C -0.07 -1.16 0.92 -0.86
H -2.02 1.25 -0.62 0.37
H -0.67 2.74 0.48 0.38
H -1.98 0.96 1.10 0.37
H -2.06 -1.17 -0.15 0.45
H -0.29 -1.70 -1.82 0.28
H -0.03 0.06 -1.92 0.30
H 2.81 -0.52 -1.09 0.26
H 2.85 -0.83 0.74 0.26
H 0.52 1.96 -0.58 0.27
H 0.58 1.66 1.14 0.27
H 0.05 -0.58 1.84 0.30
H -0.22 -2.22 1.17 0.28